[1]
{"formula": "C45H53BCaN11OS9Se", "method": "ωB97M-V/def2-TZVPD", "symbols": ["Ca", "C", "C", "C", "C", "N", "C", "C", "N", "B", "N", "C", "C", "N", "C", "S", "C", "C", "C", "C", "N", "C", "C", "N", "C", "S", "C", "C", "C", "C", "C", "S", "H", "H", "H", "H", "H", "H", "H", "H", "H", "H", "H", "H", "H", "H", "H", "H", "H", "H", "H", "H", "H", "H", "H", "H", "H", "H", "H", "H", "H", "H", "H", "H", "H", "H", "S", "C", "S", "C", "C", "S", "S", "S", "O", "S", "C", "C", "C", "C", "C", "C", "C", "C", "C", "C", "C", "C", "H", "H", "H", "H", "H", "H", "H", "H", "H", "H", "C", "N", "C", "C", "N", "C", "H", "H", "H", "H", "H", "H", "Se", "N", "C", "C", "C", "C", "N", "C", "N", "H", "H", "H"], "xyz": [[0.5399, 0.6895, -0.4872], [1.1364, -1.8050, -5.9435], [2.3073, -2.0004, -4.9761], [3.3928, -2.8029, -5.6881], [2.9105, -0.6615, -4.5513], [1.8442, -2.7637, -3.7771], [2.3346, -4.0173, -3.4440], [1.6679, -4.4327, -2.3597], [0.7549, -3.4594, -2.0029], [-0.0936, -3.7886, -0.7290], [0.8356, -3.7811, 0.5147], [0.7557, -4.7945, 1.4409], [1.6092, -4.5259, 2.4342], [2.2490, -3.3262, 2.1258], [1.7572, -2.8769, 0.9227], [2.2782, -1.5466, -0.0120], [3.1358, -2.7192, 3.1632], [3.9109, -1.4836, 2.7147], [2.2400, -2.3272, 4.3443], [4.1607, -3.7789, 3.5843], [-1.3879, -2.9434, -0.6059], [-2.2266, -2.9136, -1.7071], [-3.4056, -2.4229, -1.3280], [-3.3350, -2.1529, 0.0400], [-2.0663, -2.4665, 0.4846], [-1.4193, -2.2812, 2.0456], [-4.6073, -1.7625, 0.7220], [-5.6319, -2.8739, 0.4572], [-5.0774, -0.4430, 0.1005], [-4.4976, -1.5873, 2.2310], [0.8802, -2.4092, -2.8591], [0.0063, -0.9443, -2.8710], [1.4819, -1.2778, -6.8366], [0.3451, -1.2195, -5.4807], [0.7293, -2.7748, -6.2450], [3.7198, -2.2240, -6.5516], [3.0216, -3.7648, -6.0505], [4.2627, -2.9661, -5.0470], [3.3795, -0.1744, -5.4101], [3.6646, -0.8157, -3.7768], [2.1447, -0.0026, -4.1554], [3.1184, -4.5040, -3.9933], [1.7605, -5.3479, -1.7989], [-0.4567, -4.9410, -0.8518], [0.0713, -5.6158, 1.3195], [1.7977, -5.0676, 3.3428], [3.2442, -0.6611, 2.4750], [4.5167, -1.6884, 1.8348], [4.5651, -1.1865, 3.5393], [1.4551, -1.6511, 3.9977], [2.8308, -1.8245, 5.1136], [1.7603, -3.2010, 4.7896], [4.7087, -4.1399, 2.7116], [3.6969, -4.6325, 4.0798], [4.8716, -3.3330, 4.2817], [-1.9097, -3.2548, -2.6759], [-4.2820, -2.2122, -1.9148], [-5.8767, -2.9604, -0.6014], [-6.5543, -2.6534, 0.9989], [-5.2443, -3.8330, 0.8068], [-5.4658, -0.5845, -0.9097], [-4.2488, 0.2629, 0.0510], [-5.8726, -0.0030, 0.7061], [-4.1441, -2.4888, 2.7239], [-5.4967, -1.3450, 2.6061], [-3.8220, -0.7794, 2.4929], [-7.0153, 0.8488, -3.9748], [-5.5027, 1.4563, -3.6973], [-4.1440, 1.1858, -4.7167], [-2.9353, 2.0929, -3.8153], [-3.3661, 2.6798, -2.6742], [-2.5559, 3.6692, -1.5074], [-5.0817, 2.4272, -2.3422], [-1.3667, 2.0300, -4.6279], [-1.1197, 1.1202, 0.9959], [-2.2306, 2.0238, 1.4553], [-1.5443, 3.5606, 2.1328], [-2.1537, 4.7539, 1.7842], [-1.6464, 5.9478, 2.2868], [-0.5443, 5.9347, 3.1278], [0.0536, 4.7260, 3.4792], [-0.4473, 3.5361, 2.9841], [-2.6746, 1.3687, 3.0894], [-3.7750, 1.9189, 3.7319], [-4.0919, 1.4944, 5.0119], [-3.3127, 0.5242, 5.6343], [-2.2307, -0.0344, 4.9676], [-1.9058, 0.3872, 3.6848], [-2.9952, 4.7489, 1.0986], [-2.1120, 6.8871, 2.0139], [-0.1482, 6.8657, 3.5156], [0.9121, 4.7146, 4.1391], [0.0171, 2.5929, 3.2411], [-4.3689, 2.6781, 3.2314], [-4.9481, 1.9179, 5.5228], [-3.5573, 0.2017, 6.6389], [-1.6423, -0.8102, 5.4424], [-1.0912, -0.0669, 3.1315], [2.2729, 6.0394, 0.0725], [2.2457, 4.6685, 0.5414], [3.2350, 4.0124, 1.2385], [2.7859, 2.7367, 1.4031], [1.5468, 2.5969, 0.8236], [1.2598, 3.7775, 0.3189], [2.5519, 6.7089, 0.8842], [1.2824, 6.3053, -0.2898], [2.9827, 6.1508, -0.7471], [4.1482, 4.5005, 1.5349], [3.2659, 1.9093, 1.9025], [0.3442, 4.0411, -0.1913], [0.1058, 3.4975, -3.2656], [1.7049, 3.7229, -3.9609], [2.5661, 2.8767, -3.3211], [3.9367, 2.7631, -3.4910], [4.6476, 1.9355, -2.6142], [3.9801, 1.2288, -1.6326], [2.6519, 1.2880, -1.4637], [1.9696, 2.0950, -2.2783], [0.6351, 2.2664, -2.1044], [4.4374, 3.3219, -4.2723], [5.7239, 1.8528, -2.6929], [4.5130, 0.5908, -0.9355]], "total_charge": -1, "multiplicity": 1, "gap_ev": 5.86}


[2]
{"formula": "C3H9NOS", "method": "ωB97M-V/def2-TZVPD", "symbols": ["N", "C", "O", "H", "H", "H", "C", "C", "S", "H", "H", "H", "H", "H", "H"], "xyz": [[-2.4111, -1.6731, 1.2776], [-2.5054, -1.3095, -0.0153], [-2.4317, -0.1650, -0.3797], [-2.4431, -2.5940, 1.6491], [-2.1176, -0.9371, 1.8961], [-2.6106, -2.1037, -0.7610], [1.4806, 1.6674, 0.2377], [1.8489, 0.9343, -1.0065], [2.2339, -0.8551, -0.8448], [2.2481, 1.8505, 0.9989], [0.5853, 1.3729, 0.7826], [1.3117, 2.7359, 0.0106], [1.0644, 1.0082, -1.7540], [2.7770, 1.3305, -1.4174], [0.9696, -1.2624, -0.6736]], "smiles": "NC=O.CCS", "multiplicity": 1, "gap_ev": 9.70}


[3]
{"formula": "C33H28N2O3RuSSi", "method": "ωB97M-V/def2-TZVPD", "symbols": ["Ru", "O", "C", "O", "C", "C", "C", "C", "C", "C", "S", "H", "H", "H", "H", "O", "C", "C", "C", "C", "C", "C", "N", "H", "H", "H", "H", "H", "H", "H", "C", "C", "C", "C", "C", "C", "Si", "C", "C", "C", "C", "C", "C", "H", "H", "H", "H", "H", "H", "H", "H", "H", "H", "H", "C", "C", "C", "C", "C", "C", "C", "C", "N", "H", "H", "H", "H", "H", "H"], "xyz": [[0.0059, -0.5444, -1.6642], [-0.9714, 0.0560, 0.9142], [-0.4609, 0.8387, -0.0928], [0.8193, 0.9391, -0.1972], [-1.4157, 1.8003, -0.6509], [-1.2798, 3.1617, -0.4852], [-2.2903, 4.0179, -0.9246], [-3.4448, 3.4961, -1.5031], [-3.5665, 2.1315, -1.7155], [-2.5397, 1.2629, -1.3340], [-2.5472, -0.4111, -1.7573], [-0.3738, 3.5736, -0.0145], [-2.1746, 5.1060, -0.8146], [-4.2514, 4.1792, -1.8048], [-4.4457, 1.7174, -2.2229], [-0.8950, -2.9836, -1.9660], [0.2665, -3.7492, -2.3239], [1.3282, -3.4175, -1.3231], [1.7873, -4.3445, -0.3843], [2.8170, -3.9795, 0.4756], [3.3490, -2.6929, 0.3631], [2.8060, -1.8106, -0.5641], [1.7948, -2.1440, -1.3935], [-1.5244, -2.9451, -2.7168], [0.6309, -3.4624, -3.3266], [0.0404, -4.8264, -2.3224], [1.3343, -5.3376, -0.3517], [3.1931, -4.6930, 1.2185], [4.1747, -2.3484, 1.0005], [3.1847, -0.7851, -0.6515], [-1.6918, -3.2992, 5.3244], [-2.3100, -2.0994, 5.0009], [-1.8292, -1.3215, 3.9456], [-0.7314, -1.7417, 3.1916], [-0.1145, -2.9376, 3.5476], [-0.5849, -3.7189, 4.5931], [0.1341, -0.7736, 1.8407], [1.3308, 0.4711, 2.6149], [0.8460, 1.7305, 2.9866], [1.6691, 2.6543, 3.6218], [2.9918, 2.3448, 3.8830], [3.4927, 1.1062, 3.5028], [2.6650, 0.1704, 2.8903], [-2.0706, -3.9092, 6.1520], [-3.1822, -1.7537, 5.5611], [-2.3333, -0.3779, 3.7033], [0.7635, -3.2864, 2.9819], [-0.0801, -4.6588, 4.8357], [0.8227, -1.7615, 1.0278], [-0.1949, 2.0102, 2.7721], [1.2477, 3.6264, 3.8885], [3.6489, 3.0755, 4.3629], [4.5397, 0.8495, 3.6961], [3.0751, -0.8122, 2.6150], [0.5677, -0.2680, -3.8109], [-0.0205, 1.0354, -3.8698], [-1.2631, 1.2451, -4.5157], [-1.8147, 2.5015, -4.6079], [-1.1474, 3.6035, -4.0607], [0.0845, 3.4225, -3.4103], [0.6336, 2.1677, -3.3074], [-1.7123, 4.8882, -4.1510], [-2.1750, 5.9611, -4.2214], [1.6685, -0.3058, -3.7441], [0.1198, -1.0256, -4.4703], [-1.7889, 0.3909, -4.9655], [-2.7842, 2.6580, -5.1075], [0.5912, 4.2979, -2.9795], [1.5859, 2.0350, -2.7840]], "total_charge": -1, "s_squared": 8.819, "multiplicity": 6, "gap_ev": [4.25, 6.80]}


For each record above, in turn, the calculated strongest force on any atom values are 1.4 2.4 2.8 eV/A.
For each record above, in turn, the calculated E values are -247951.5274 -17629.6944 -65092.7597 eV.
For each record above, in turn, the calculated energy relative to the best compared isomer or geometry (same formula, charge and spin) values are 42.7 11.8 0.0 kcal/mol.